Entry 1:
# CBrN4

An isolated ion of composition CBrN4 and charge -1 (the ωB97M-V functional and the def2-TZVPD basis, the Open Molecules 2025 dataset).

The LUMO energy (alpha / beta) is 3.51 / 3.51 eV. The total charge is -1. As for the gap between HOMO and LUMO (alpha / beta): 6.782 / 6.778 eV. The value obtained for the energy relative to the best compared isomer or geometry (same formula, charge and spin) is 80.8 kcal/mol.

```
6
Properties=species:S:1:pos:R:3:nbo_charge:R:1
C -1.4109 -0.0754 -0.1305 -0.21
N 0.7939 -1.3592 -0.2724 -0.16
N -0.7823 0.9917 0.1717 -0.37
N 1.1340 -0.2228 0.0125 0.03
N 0.5779 0.9358 0.2069 -0.29
Br -3.1863 -0.1158 0.0033 0.00
```

***

Entry 2:
# CBrNO4

A 2-piece molecular cluster, CBrNO4 overall (the ωB97M-V functional and the def2-TZVPD basis, the Open Molecules 2025 dataset).

The LUMO energy (alpha / beta) is -2.49 / -2.46 eV. The total charge is 0. As for the SMILES: O=NOBr.O=C=O. As for the gap between HOMO and LUMO (alpha / beta): 8.175 / 8.323 eV. The value obtained for the energy relative to the best compared isomer or geometry (same formula, charge and spin) is 0.0 kcal/mol.

```
7
Properties=species:S:1:pos:R:3:nbo_charge:R:1
C -1.4737 -0.8245 0.0345 1.01
N 1.0650 0.6600 0.7697 0.47
O 1.3326 1.7965 0.8868 -0.25
O -0.9798 -1.7799 -0.3379 -0.51
O 1.7125 -0.2853 0.3654 -0.25
O -2.0308 0.1381 0.3031 -0.51
Br 3.6648 -0.1950 -0.3818 0.04
```

***

Entry 3:
# CCl2O2S

A 2-piece molecular cluster, CCl2O2S overall (the ωB97M-V functional and the def2-TZVPD basis, the Open Molecules 2025 dataset).

The LUMO energy (alpha / beta) is -1.37 / -1.53 eV. The total charge is 0. As for the gap between HOMO and LUMO (alpha / beta): 8.235 / 7.696 eV. The value obtained for the energy relative to the best compared isomer or geometry (same formula, charge and spin) is 37.1 kcal/mol.

```
6
Properties=species:S:1:pos:R:3:nbo_charge:R:1
C 1.8579 0.0724 -0.8458 0.46
O 0.7561 -0.4258 -0.8613 -0.49
O -2.7244 0.0357 -0.9390 -0.75
S -1.8077 -0.3701 0.1505 1.01
Cl 2.4445 1.6398 -0.4538 0.03
Cl -1.7461 -2.4838 0.1186 -0.26
```

***

Entry 4:
# CCl2O2S

A 2-piece molecular cluster, CCl2O2S overall (the ωB97M-V functional and the def2-TZVPD basis, the Open Molecules 2025 dataset).

The LUMO energy (alpha / beta) is -1.63 / -1.01 eV. The total charge is 0. As for the gap between HOMO and LUMO (alpha / beta): 7.382 / 8.388 eV. The value obtained for the energy relative to the best compared isomer or geometry (same formula, charge and spin) is 34.8 kcal/mol.

```
6
Properties=species:S:1:pos:R:3:nbo_charge:R:1
C -2.3544 -0.5180 0.4410 0.44
O -2.6072 -1.4421 -0.2483 -0.46
O 1.1658 0.9953 -0.7496 -0.77
S 2.0946 0.7303 0.3246 1.00
Cl -1.6982 1.0491 0.1782 0.02
Cl 3.3995 -0.8146 0.0542 -0.22
```

***

Entry 5:
# CCl2O2S

A 2-piece molecular cluster, CCl2O2S overall (the ωB97M-V functional and the def2-TZVPD basis, the Open Molecules 2025 dataset).

The LUMO energy (alpha / beta) is -3.45 / -3.55 eV. The total charge is 0. As for the gap between HOMO and LUMO (alpha / beta): 7.156 / 6.935 eV. The value obtained for the energy relative to the best compared isomer or geometry (same formula, charge and spin) is 100.9 kcal/mol.

```
6
Properties=species:S:1:pos:R:3:nbo_charge:R:1
C -0.5814 0.4089 -0.6652 -0.20
O 1.7009 0.6891 0.7081 -0.82
O 1.4696 -1.4480 -0.4664 -0.79
S 0.8534 -0.3741 0.2385 1.89
Cl -2.4264 -1.0942 0.2285 -0.35
Cl -1.0162 1.8184 -0.0436 0.26
```

***

Entry 6:
# CCl3F

One molecule with the formula CCl3F (the ωB97M-V functional and the def2-TZVPD basis, the Open Molecules 2025 dataset).

The LUMO energy is 0.55 eV. The total charge is 0. As for the SMILES: FC(Cl)(Cl)Cl. As for the gap between HOMO and LUMO: 11.903 eV. The value obtained for the energy relative to the best compared isomer or geometry (same formula, charge and spin) is 3.0 kcal/mol.

```
5
Properties=species:S:1:pos:R:3:nbo_charge:R:1
C -0.1799 0.0170 0.1747 0.17
F -1.2600 0.4775 0.9093 -0.32
Cl 0.7524 1.4832 -0.2061 0.02
Cl -0.7585 -0.5761 -1.3485 0.05
Cl 0.7366 -1.1659 1.0116 0.09
```

***

Entry 7:
# CCl3FOS

A 2-piece molecular cluster, CCl3FOS overall (the ωB97M-V functional and the def2-TZVPD basis, the Open Molecules 2025 dataset).

The LUMO energy is -0.63 eV. The total charge is 0. As for the gap between HOMO and LUMO: 9.118 eV. The value obtained for the energy relative to the best compared isomer or geometry (same formula, charge and spin) is 48.3 kcal/mol.

```
7
Properties=species:S:1:pos:R:3:nbo_charge:R:1
C 1.9579 -0.3706 0.1121 0.30
O -0.9964 -0.3226 -0.3324 -0.89
F 1.5849 0.2237 1.2538 -0.32
S -2.2039 0.1803 -0.7878 1.34
Cl 1.9060 0.5763 -1.2665 0.03
Cl -2.6481 1.8307 0.2878 -0.21
Cl -3.6224 -1.1513 -0.0047 -0.25
```

***

Entry 8:
# CCl3NO

One molecule with the formula CCl3NO (the ωB97M-V functional and the def2-TZVPD basis, the Open Molecules 2025 dataset).

The LUMO energy is -0.93 eV. The total charge is 0. As for the SMILES: O=NC(Cl)(Cl)Cl. As for the gap between HOMO and LUMO: 9.315 eV. The value obtained for the energy relative to the best compared isomer or geometry (same formula, charge and spin) is 4.0 kcal/mol.

```
6
Properties=species:S:1:pos:R:3:nbo_charge:R:1
C 0.3882 0.0619 -0.0916 -0.13
N -1.0166 -0.6583 0.2467 0.18
O -1.9231 0.0955 0.0037 -0.23
Cl 0.4750 1.4279 -1.1407 0.10
Cl 1.3117 -1.4131 -0.5870 0.02
Cl 0.7648 0.4861 1.5688 0.05
```

***

Please write out number 1 again, unchanged.
# CBrN4

An isolated ion of composition CBrN4 and charge -1 (the ωB97M-V functional and the def2-TZVPD basis, the Open Molecules 2025 dataset).

The LUMO energy (alpha / beta) is 3.51 / 3.51 eV. The total charge is -1. As for the gap between HOMO and LUMO (alpha / beta): 6.782 / 6.778 eV. The value obtained for the energy relative to the best compared isomer or geometry (same formula, charge and spin) is 80.8 kcal/mol.

```
6
Properties=species:S:1:pos:R:3:nbo_charge:R:1
C -1.4109 -0.0754 -0.1305 -0.21
N 0.7939 -1.3592 -0.2724 -0.16
N -0.7823 0.9917 0.1717 -0.37
N 1.1340 -0.2228 0.0125 0.03
N 0.5779 0.9358 0.2069 -0.29
Br -3.1863 -0.1158 0.0033 0.00
```

***

> What is the formula in the fourth record?

CCl2O2S

***

> Which value of energy relative to the best compared isomer or geometry (same formula, charge and spin) does entry 8 give?

4.0 kcal/mol

***

> The lowest energy relative to the best compared isomer or geometry (same formula, charge and spin) belongs to which entry?

CBrNO4